No. 1
# AlH6O3

A structure of composition AlH6O3 at a distorted geometry (ωB97M-V/def2-TZVPD, OMol25).

ORCA input file:
```
! RIJCOSX wB97M-V def2-TZVPD def2/J DEFGRID3
* xyz 3 1
Al 0.900 -1.992 0.797
O -0.266 0.485 1.665
H 0.086 1.297 2.089
H -1.185 0.698 1.417
O -1.209 -1.042 -0.865
H -1.139 -0.860 -1.834
H -2.069 -0.643 -0.587
O 1.533 0.322 -0.752
H 1.944 0.544 -1.630
H 1.403 1.191 -0.300
*
```

ΔE to the lowest compared entry with this formula, charge and spin = 115.72 kcal per mole
electronic energy = -470.1467 Ha
highest occupied orbital energy = -0.9811 hartree
orbital gap = 4.7 eV

No. 2
# AlO8P2

A structure of composition AlO8P2 at a distorted geometry (ωB97M-V/def2-TZVPD, OMol25).

ORCA input file:
```
! RIJCOSX wB97M-V def2-TZVPD def2/J DEFGRID3
* xyz -3 1
Al 1.123 0.063 2.032
P -1.468 -3.225 0.454
O -2.396 -1.996 0.454
O -2.538 -4.162 -0.080
O -1.374 -3.225 1.992
O -0.236 -2.672 -0.321
P 1.363 3.157 -0.919
O 0.062 2.385 -0.930
O 2.271 1.909 -1.149
O 1.620 3.567 0.570
O 1.575 4.197 -2.102
*
```

ΔE to the lowest compared entry with this formula, charge and spin = 110.06 kcal per mole
electronic energy = -1526.8265 Ha
highest occupied orbital energy = 0.1348 hartree
orbital gap = 2.3 eV

No. 3
# ArH18O9

A structure of composition ArH18O9 at a distorted geometry (ωB97M-V/def2-TZVPD, OMol25).

ORCA input file:
```
! RIJCOSX wB97M-V def2-TZVPD def2/J DEFGRID3
* xyz 0 1
Ar 0.089 -0.183 -0.261
O 0.611 2.571 -1.375
H 0.632 2.837 -0.456
H 0.688 3.390 -1.864
O 0.362 1.225 -3.732
H 1.257 0.912 -3.598
H 0.069 1.494 -2.861
O 1.258 1.580 3.630
H 0.333 1.366 3.751
H 1.636 0.797 3.230
O -3.262 -0.450 -1.754
H -2.396 -0.838 -1.878
H -3.191 0.423 -2.140
O 0.114 3.019 1.389
H 0.750 2.656 2.005
H -0.738 2.797 1.766
O -1.091 -2.155 -2.700
H -0.927 -1.729 -3.542
H -1.802 -2.771 -2.878
O 2.280 -0.602 2.496
H 2.946 -1.018 3.044
H 2.775 -0.038 1.903
O 2.401 -3.156 0.751
H 1.596 -3.600 0.483
H 2.102 -2.412 1.275
O -2.750 -2.052 1.486
H -2.606 -2.735 0.831
H -3.136 -1.327 0.996
*
```

ΔE to the lowest compared entry with this formula, charge and spin = 5.14 kcal per mole
electronic energy = -1215.4640 Ha
highest occupied orbital energy = -0.4085 hartree
orbital gap = 11.3 eV

No. 4
# ArH22O11

A structure of composition ArH22O11 (ωB97M-V/def2-TZVPD, OMol25).

ORCA input file:
```
! RIJCOSX wB97M-V def2-TZVPD def2/J DEFGRID3
* xyz 0 1
Ar -11.225 9.999 -6.059
O -11.085 6.714 -9.359
H -10.309 7.255 -9.509
H -11.720 7.310 -8.962
O -12.389 10.044 -2.467
H -12.523 10.505 -1.639
H -12.187 9.144 -2.210
O -14.421 9.656 -4.274
H -14.409 8.703 -4.361
H -13.742 9.847 -3.627
O -13.451 8.114 -8.031
H -13.859 8.837 -7.556
H -13.563 7.356 -7.458
O -9.604 13.223 -7.689
H -8.902 12.967 -7.090
H -9.637 12.518 -8.336
O -11.518 12.758 -3.858
H -12.046 13.349 -3.322
H -11.647 11.895 -3.463
O -14.836 10.407 -7.178
H -14.554 10.359 -6.265
H -15.492 9.715 -7.264
O -9.644 10.523 -8.742
H -9.330 9.741 -9.195
H -9.149 10.542 -7.923
O -12.371 11.376 -9.308
H -11.423 11.242 -9.286
H -12.597 11.641 -8.416
O -8.136 11.014 -6.266
H -8.269 11.566 -5.495
H -7.817 10.183 -5.914
O -12.276 12.984 -6.745
H -11.367 12.941 -7.043
H -12.223 12.877 -5.796
*
```

ΔE to the lowest compared entry with this formula, charge and spin = 21.34 kcal per mole
electronic energy = -1368.3390 Ha
highest occupied orbital energy = -0.3569 hartree
orbital gap = 9.2 eV

No. 5
# ArH24O12

A structure of composition ArH24O12 (ωB97M-V/def2-TZVPD, OMol25).

ORCA input file:
```
! RIJCOSX wB97M-V def2-TZVPD def2/J DEFGRID3
* xyz 0 1
Ar 0.073 -0.199 0.130
O 1.033 2.372 2.496
H 1.047 2.330 1.539
H 0.189 1.993 2.740
O -2.944 -0.228 -2.615
H -2.062 -0.266 -2.984
H -2.892 0.446 -1.937
O -2.290 -1.464 2.252
H -2.912 -2.151 2.490
H -2.411 -1.346 1.310
O -1.403 1.169 3.299
H -0.996 0.359 3.604
H -2.047 0.885 2.650
O -2.817 1.178 -0.194
H -3.426 1.178 0.544
H -2.399 2.038 -0.160
O 0.570 -1.205 3.355
H -0.173 -1.793 3.215
H 0.912 -1.450 4.215
O -0.400 -0.445 -3.411
H -0.054 -0.675 -4.273
H 0.378 -0.278 -2.878
O -0.989 -2.982 -2.950
H -0.245 -3.403 -2.518
H -0.694 -2.086 -3.116
O 2.863 -1.547 -0.979
H 2.597 -0.884 -1.615
H 3.705 -1.867 -1.304
O 2.880 -1.619 1.931
H 2.032 -1.389 2.311
H 2.777 -1.450 0.994
O 2.191 1.029 -2.241
H 2.842 1.184 -2.926
H 2.327 1.742 -1.616
O 1.013 3.231 -0.455
H 1.594 3.991 -0.451
H 0.131 3.603 -0.451
*
```

ΔE to the lowest compared entry with this formula, charge and spin = 33.42 kcal per mole
electronic energy = -1444.7776 Ha
highest occupied orbital energy = -0.3662 hartree
orbital gap = 9.7 eV

No. 6
# ArH24O12

A structure of composition ArH24O12 (ωB97M-V/def2-TZVPD, OMol25).

ORCA input file:
```
! RIJCOSX wB97M-V def2-TZVPD def2/J DEFGRID3
* xyz 0 1
Ar -0.634 8.492 11.488
O -2.067 6.951 14.474
H -2.606 6.674 15.215
H -1.501 6.201 14.295
O -3.188 9.569 9.353
H -2.951 10.494 9.426
H -3.476 9.466 8.446
O 1.882 9.265 8.492
H 1.791 10.204 8.329
H 2.207 9.207 9.390
O 0.027 5.247 13.974
H 0.691 5.404 13.303
H 0.472 4.712 14.631
O 0.472 5.890 9.291
H 0.455 6.022 8.343
H 0.518 4.940 9.400
O 1.554 5.941 11.890
H 1.016 5.831 11.106
H 2.276 5.323 11.775
O -0.060 10.321 14.857
H 0.290 9.591 15.369
H 0.192 11.102 15.350
O 3.147 8.490 10.825
H 3.673 8.962 11.470
H 2.539 7.967 11.348
O -4.336 9.645 11.838
H -3.648 9.572 11.176
H -3.866 9.650 12.672
O -2.792 9.723 14.193
H -2.269 10.426 14.577
H -2.233 8.948 14.253
O -2.772 6.431 9.448
H -3.152 7.228 9.078
H -1.833 6.612 9.496
O -4.951 7.205 10.860
H -4.058 7.002 10.583
H -4.925 8.133 11.094
*
```

ΔE to the lowest compared entry with this formula, charge and spin = 30.28 kcal per mole
electronic energy = -1444.7826 Ha
highest occupied orbital energy = -0.3412 hartree
orbital gap = 9.2 eV

Among the records above, which one has the highest ΔE to the lowest compared entry with this formula, charge and spin? AlH6O3